Below is C6H10O3Pb as an isolated structure, with properties calculated with the ωB97M-V functional and the def2-TZVPD basis.

```
20
Properties=species:S:1:pos:R:3:mulliken_charge:R:1
O 0.770 -2.007 0.319 -0.484
Pb -1.150 -3.705 1.647 0.594
O -0.915 -1.473 1.655 -0.607
C 0.128 -1.202 1.062 0.956
O 0.351 0.063 0.594 -0.269
C -0.662 1.106 0.779 -0.479
H -0.047 2.012 0.790 0.266
H -1.143 0.878 1.734 0.409
C -1.636 1.108 -0.353 0.015
C -2.932 0.842 -0.192 -0.769
H -1.234 1.332 -1.344 0.307
H -3.632 0.937 -1.023 0.287
H -3.320 0.455 0.753 0.247
C 1.503 -0.660 -0.778 -0.193
C 2.596 0.378 -0.706 -0.931
H 1.941 -1.537 -1.264 0.415
H 0.724 -0.421 -1.509 0.289
H 3.291 0.167 0.116 0.289
H 3.158 0.323 -1.648 0.368
H 2.208 1.401 -0.633 0.290
```

Properties
electronic energy	-652.780305	Ha
spin multiplicity	2
net charge	+1
energy above the lowest of the compared OMol25 structures with the same formula, charge and spin	59.2	kcal per mole
frontier orbital gap (spin up / spin down)	5.5 / 8.8	eV
LUMO level (spin up / spin down)	-5.01 / -4.93	eV
<S²>	0.752

Below is a single C6H10O3S molecule, with properties calculated with the ωB97M-V functional and the def2-TZVPD basis.

```
20
Properties=species:S:1:pos:R:3:mulliken_charge:R:1
C 1.503 -1.038 1.912 -0.782
C 1.646 -0.346 0.788 -0.247
C 0.822 -0.598 -0.365 0.303
S -1.336 -0.519 0.143 1.032
O -1.486 -0.487 1.575 -0.599
O -2.030 -1.541 -0.596 -0.673
C -1.749 1.147 -0.536 -0.406
C -0.634 2.080 -0.127 -1.050
C 0.888 -1.572 -1.445 -0.155
O 0.974 -0.170 -1.652 -0.450
H 2.112 -0.831 2.775 0.288
H 0.765 -1.815 2.006 0.258
H 2.359 0.465 0.704 0.346
H -1.831 1.024 -1.611 0.295
H -2.708 1.422 -0.104 0.426
H -0.384 1.908 0.917 0.308
H 0.250 1.910 -0.735 0.238
H -0.923 3.122 -0.246 0.381
H 1.798 -2.129 -1.628 0.268
H -0.035 -2.034 -1.774 0.219
```

Properties
electronic energy	-858.409742	Ha
spin multiplicity	1
energy above the lowest of the compared OMol25 structures with the same formula, charge and spin	49.7	kcal per mole
frontier orbital gap	9.4	eV
LUMO level	0.42	eV
SMILES	C=C[C@]1(S(=O)(=O)CC)CO1

Below is a single C6H10O5 molecule, with properties calculated with the ωB97M-V functional and the def2-TZVPD basis.

```
21
Properties=species:S:1:pos:R:3:mulliken_charge:R:1
C 1.910 1.040 0.687 -0.967
C 1.617 0.365 -0.667 -0.376
O 0.896 -0.859 -0.552 -0.410
C -0.494 -0.762 -0.720 0.267
C -1.233 -0.034 0.412 -0.595
C -1.580 1.431 0.227 0.342
O -2.138 2.055 1.086 -0.526
O -1.325 1.977 -1.010 -0.489
O -0.993 -2.092 -0.821 -0.413
C -0.735 -2.921 0.221 0.110
O -1.574 -3.655 0.667 -0.476
H 2.976 0.984 0.918 0.322
H 1.600 2.087 0.690 0.268
H 1.389 0.512 1.486 0.306
H 1.101 1.039 -1.356 0.284
H 2.563 0.096 -1.144 0.403
H -0.745 -0.302 -1.679 0.417
H -0.723 -0.140 1.372 0.344
H -2.204 -0.533 0.522 0.453
H -0.595 2.610 -0.961 0.335
H 0.286 -2.896 0.620 0.403
```

Properties
electronic energy	-610.800097	Ha
spin multiplicity	1
energy above the lowest of the compared OMol25 structures with the same formula, charge and spin	26.7	kcal per mole
frontier orbital gap	10.9	eV
LUMO level	0.35	eV
SMILES	CCO[C@H](CC(=O)O)OC=O